(1)
Molecular formula: C3H2CaO3
Method: DFT, ωB97M-V/def2-TZVPD

Each line ends with the Mulliken charge.
Geometry (Å):
Ca 0.9033 0.5447 -0.1650  1.60
O -0.1610 -1.1270 -0.1439  -0.97
O -0.8797 1.4250 0.2355  -0.60
O 4.5452 0.6017 0.2136  0.01
C 3.4271 0.6084 0.1531  -0.11
C -1.4935 -0.7944 -0.1866  0.15
C -1.8710 0.5968 0.0203  -0.74
H -2.3537 -0.5812 0.8382  0.24
H -2.1169 -1.2740 -0.9653  0.41

Output
- M (Da) = 126.12
- orbital gap (eV) = 4.4
- ΔE to the lowest compared entry with this formula, charge and spin (kcal per mole) = 48.98
- E_LUMO (eV) = -1.41
- HOMO (eV) = -5.856
- maximum force (eV/A) = 1.78

=====

(2)
Molecular formula: C3H2CaO4
Method: DFT, ωB97M-V/def2-TZVPD

Each line ends with the Mulliken charge.
Geometry (Å):
Ca 1.5080 -0.2905 0.4262  1.44
O 0.8151 -0.1602 -1.5720  -0.81
O -0.4127 0.5851 0.0345  -0.23
O -1.3223 0.4249 -2.0989  -0.51
O 0.4209 -0.7535 2.0029  -0.92
C -1.3855 0.4799 0.9403  -0.69
C -0.8242 -0.2179 2.0878  0.18
C -0.3614 0.2557 -1.4026  0.88
H -1.9546 -0.7627 1.7196  0.27
H -1.0799 0.3428 3.0096  0.39

Output
- M (Da) = 142.12
- orbital gap (eV) = 6.9
- ΔE to the lowest compared entry with this formula, charge and spin (kcal per mole) = 74.34
- E_LUMO (eV) = -1.27
- HOMO (eV) = -8.216
- maximum force (eV/A) = 2.71

=====

(3)
Molecular formula: C3H2CdO4
Method: DFT, ωB97M-V/def2-TZVPD

Each line ends with the Mulliken charge.
Geometry (Å):
Cd -0.8560 -1.2128 -0.6651  0.99
O -1.5926 0.0446 0.7954  -0.69
O 0.1313 0.5813 -0.3961  -0.33
O 0.9548 -1.8006 -0.8888  -0.82
O -0.3563 1.8177 1.4980  -0.48
C -0.6631 0.8996 0.7872  0.95
C 1.4773 0.5201 -0.5181  -0.58
C 1.8639 -0.8071 -0.8571  0.25
H 2.6478 -0.8114 -1.6374  0.44
H 2.4903 -0.0632 0.2370  0.28

Output
- M (Da) = 214.46
- orbital gap (eV) = 6.5
- ΔE to the lowest compared entry with this formula, charge and spin (kcal per mole) = 67.53
- E_LUMO (eV) = -1.99
- HOMO (eV) = -8.439
- maximum force (eV/A) = 3.80

=====

(4)
Molecular formula: C3H2CeF3NO5S2
Method: DFT, ωB97M-V/def2-TZVPD

Each line ends with the Mulliken charge.
Geometry (Å):
Ce 0.4998 0.9114 -1.9854  1.54
S -0.1261 -1.9209 -0.9082  0.87
S -0.9340 -0.0246 1.2298  1.10
F -3.3054 1.0148 1.5982  -0.16
F -3.1915 -1.1264 1.9070  -0.18
F -3.1869 -0.2837 -0.0937  -0.18
O -0.6795 0.9076 0.0754  -0.66
O 0.9898 -2.8938 -0.8863  -0.59
O -1.4047 -2.5455 -1.3022  -0.55
O 4.1565 2.5840 -0.3127  -0.32
O -0.6528 0.4938 2.5562  -0.51
N -0.0927 -1.3231 0.8871  -0.53
C 2.8947 0.6334 -1.1797  -1.08
C -2.7953 -0.1186 1.1546  0.65
C 3.5940 1.6638 -0.7595  0.83
H 1.0803 -1.2733 1.2938  0.44
H 3.4555 -0.0301 -1.8509  0.32

Output
- M (Da) = 393.30
- orbital gap (alpha / beta) (eV) = 7.2 / 7.3
- spin multiplicity = 2
- E_LUMO (alpha / beta) (eV) = -5.96 / -5.84
- HOMO (alpha / beta) (eV) = -13.164 / -13.186
- maximum force (eV/A) = 4.86
- charge = +1

=====

(5)
Molecular formula: C3H2CeFO2
Method: DFT, ωB97M-V/def2-TZVPD

Each line ends with the Mulliken charge.
Geometry (Å):
Ce 2.7996 1.0402 -0.1128  2.43
F -2.1674 -0.3143 0.1432  -0.14
O 1.2427 -0.5259 0.7260  -0.53
O 0.5505 1.7785 -0.5921  -0.42
C -0.9023 -0.1368 -0.2807  0.18
C -0.5341 1.3256 -0.4239  0.44
C 0.0866 -0.8859 0.5977  0.22
H -0.7445 -0.5956 -1.2914  0.30
H -0.3311 -1.6857 1.2340  0.51

Output
- M (Da) = 229.16
- orbital gap (alpha / beta) (eV) = 5.8 / 9.0
- ΔE to the lowest compared entry with this formula, charge and spin (kcal per mole) = 0.00
- spin multiplicity = 3
- E_LUMO (alpha / beta) (eV) = -17.24 / -16.29
- HOMO (alpha / beta) (eV) = -23.024 / -25.303
- maximum force (eV/A) = 2.56
- charge = +3

=====

(6)
Molecular formula: C3H2Cl2O
Method: DFT, ωB97M-V/def2-TZVPD

Each line ends with the Mulliken charge.
Geometry (Å):
Cl 1.4721 2.5472 0.0339  -0.14
Cl 1.9393 -1.9459 0.2964  -0.11
O -1.1245 -1.1136 -0.7742  -0.33
C 1.7002 0.8904 0.1592  0.16
C 1.7446 -0.2991 0.0657  0.09
C -1.6997 -0.2904 -0.1441  -0.11
H -2.5184 0.3883 -0.6921  0.22
H -1.5135 -0.1770 1.0552  0.23

Output
- M (Da) = 124.95
- orbital gap (eV) = 10.5
- ΔE to the lowest compared entry with this formula, charge and spin (kcal per mole) = 78.91
- E_LUMO (eV) = 0.62
- HOMO (eV) = -9.903
- maximum force (eV/A) = 2.53

=====

(7)
Molecular formula: C3H2Cl2O2
Method: DFT, ωB97M-V/def2-TZVPD

Each line ends with the Mulliken charge.
Geometry (Å):
Cl -2.9456 -0.2529 -0.0942  -0.15
Cl -0.8896 1.6800 -0.1738  -0.23
O 1.4604 -1.4149 -0.2952  -0.53
O 2.0984 0.7535 0.0479  -0.49
C 1.0563 -0.2472 -0.1121  0.68
C -1.3303 -0.7638 0.1141  -0.13
C -0.3557 0.1615 0.1224  0.07
H -0.8579 -1.6775 0.1734  0.44
H 1.7641 1.7613 0.2176  0.33

Output
- M (Da) = 140.95
- orbital gap (eV) = 9.6
- ΔE to the lowest compared entry with this formula, charge and spin (kcal per mole) = 41.82
- E_LUMO (eV) = -0.46
- HOMO (eV) = -10.081
- maximum force (eV/A) = 4.46

=====

(8)
Molecular formula: C3H2Cl2OS2
Method: DFT, ωB97M-V/def2-TZVPD

Each line ends with the Mulliken charge.
Geometry (Å):
Cl 2.1917 -0.7673 1.9738  -0.19
Cl 1.2038 -3.3814 1.1165  -0.15
S -0.0933 -1.0360 -0.0373  0.06
S -2.0230 1.2232 -1.7328  0.33
O -2.1042 -0.2634 -1.7020  -0.49
C 0.0678 0.6766 0.0000  -0.18
C -0.7114 1.5664 -0.6926  -0.29
C 1.1047 -1.6812 1.0265  0.34
H -0.4978 2.6175 -0.5815  0.30
H 0.8617 1.0456 0.6294  0.28

Output
- M (Da) = 189.09
- orbital gap (alpha / beta) (eV) = 7.6 / 7.9
- ΔE to the lowest compared entry with this formula, charge and spin (kcal per mole) = 0.00
- spin multiplicity = 3
- E_LUMO (alpha / beta) (eV) = 0.56 / -1.80
- HOMO (alpha / beta) (eV) = -7.049 / -9.693
- maximum force (eV/A) = 1.45